No. 1
Density functional theory data (ωB97M-V/def2-TZVPD) for a molecular structure, C28H19N5O6RhS.

Results
- Multiplicity: 5
- HOMO (alpha / beta): -8.99 / -11.95 eV
- Net charge: +1
- Kohn-Sham gap (alpha / beta): 5.5 / 6.2 eV

```
60
C28H19N5O6RhS (ωB97M-V/def2-TZVPD)
Rh -0.1850 -0.3661 0.1802
S -1.0317 -2.7779 0.3754
O 1.4680 6.0026 1.2528
O 6.2354 -2.4190 0.5504
O -0.3840 6.9668 1.8018
O 5.8602 -1.8699 2.7529
O -3.8189 1.4815 -0.7209
O -1.9993 0.2972 -0.3487
N 1.6281 -0.7953 0.5972
N 0.2586 6.0446 1.3494
N -3.0630 -2.1353 -1.2426
N 0.5290 -0.7440 -1.7286
N -0.1962 0.0228 2.2147
C 0.1833 3.9085 0.1341
C 4.1520 -1.5493 1.1964
C 1.7236 -1.4184 -4.1118
C 3.7387 -1.6164 -0.1323
C 0.4103 -0.9464 -4.0907
C -1.2224 0.4883 2.9338
C -3.8532 -2.1469 -2.3264
C -0.4959 4.8680 0.8609
C -2.5396 -3.9323 -3.1808
C -1.9806 -2.9288 -1.0646
C -1.7214 -3.8627 -2.0734
C -1.8770 2.6617 0.0042
C 3.3143 -1.0984 2.2409
C 1.1610 -0.0218 4.1744
C 0.9969 -0.2339 2.8108
C -0.1491 -0.6218 -2.8756
C -1.8458 4.7799 1.1466
C 5.6938 -2.0142 1.5568
C 1.8166 -1.1866 -1.7309
C -1.1172 0.7172 4.2891
C 0.0969 0.4534 4.9154
C 2.0443 -0.7235 1.9123
C 2.4522 -1.2323 -0.4290
C 2.4291 -1.5385 -2.9348
C -0.5233 2.7965 -0.2932
C -2.6551 1.4329 -0.3827
C -3.6210 -3.0584 -3.3242
C -2.5394 3.6661 0.7022
H -3.5989 3.5623 0.8933
H -1.9678 1.0901 4.8392
H -1.1638 -0.2536 -2.7799
H -0.1641 -0.8302 -4.9974
H 2.1138 -0.2233 4.6409
H 3.4496 -1.8918 -2.9364
H -4.6354 -1.4008 -2.3488
H -3.1959 -1.3944 -0.5585
H 1.2318 4.0422 -0.0855
H -2.3339 -4.6642 -3.9503
H -2.1371 0.6731 2.3870
H 3.6840 -1.0605 3.2527
H -2.3301 5.5715 1.6980
H 4.4228 -1.9610 -0.8917
H -4.2614 -3.0805 -4.1923
H -0.8754 -4.5230 -1.9530
H 2.1926 -1.6832 -5.0493
H 0.2122 0.6224 5.9770
H -0.0161 2.0547 -0.9061
```

Atom charges from the natural (NBO) analysis, given in e for atoms 1 to 8: atom 1 (Rh): 1.164, atom 2 (S): -0.107, atom 3 (O): -0.365, atom 4 (O): -0.457, atom 5 (O): -0.353, atom 6 (O): -0.420, atom 7 (O): -0.604, atom 8 (O): -0.805

=====

No. 2
Density functional theory data (ωB97M-V/def2-TZVPD) for a molecular structure, C28H20AsAuCl3INOS in a non-equilibrium geometry.

Results
- HOMO: -10.41 eV
- Net charge: +1
- Kohn-Sham gap: 5.4 eV

```
57
C28H20AsAuCl3INOS (ωB97M-V/def2-TZVPD)
Au -0.1637 0.1368 0.3283
I 1.7194 3.7983 -2.7331
As 1.2525 0.9012 2.1593
Cl -1.7995 -0.3188 -1.8978
Cl -2.9766 1.3193 0.2097
Cl 4.6049 -0.6308 -4.8718
S -1.1268 -1.3713 1.7955
O 0.7979 1.4688 -0.8791
N 1.3036 -1.2163 -0.9693
C 1.6102 0.9681 -1.8095
C 3.4429 -0.0511 -3.7242
C 2.9689 3.0988 2.8625
C -0.4275 -1.0395 3.3790
C 0.9867 0.1696 4.9288
C 3.6640 0.5684 0.6676
C 3.3016 -1.1098 2.3762
C 2.2203 5.0380 4.0771
C -3.3125 0.3554 -1.2283
C 3.1150 1.2724 -3.6993
C -0.8887 -1.8186 4.4432
C 0.5225 -0.0638 3.6343
C 3.2427 4.3076 3.4866
C 1.5446 -2.5039 -0.9408
C 2.2046 1.7741 -2.7512
C 0.5209 -0.5982 5.9768
C 4.8439 -0.0585 0.3015
C 2.8409 -0.9433 -2.8106
C 2.4407 -3.1119 -1.8383
C 3.0804 -2.3365 -2.7640
C -0.4146 -1.5991 5.7247
C 0.9110 4.5705 4.0450
C 2.9054 0.0475 1.7158
C 4.4852 -1.7302 2.0028
C 0.6243 3.3669 3.4267
C 1.6611 2.6313 2.8579
C 1.9231 -0.4201 -1.8772
C 5.2566 -1.2031 0.9744
H -3.7544 0.9938 -1.9821
H 2.6111 -4.1782 -1.7881
H 4.8021 -2.6299 2.5136
H -1.6336 -2.5821 4.2563
H 3.5676 1.9449 -4.4152
H 3.7762 -2.7751 -3.4666
H -0.3932 2.9965 3.3987
H -0.7849 -2.2106 6.5372
H 1.7174 0.9488 5.1107
H 6.1842 -1.6864 0.6971
H 0.1150 5.1464 4.4974
H 5.4334 0.3399 -0.5149
H 3.3275 1.4496 0.1336
H 1.0187 -3.0812 -0.1877
H 4.2592 4.6774 3.5059
H 0.8785 -0.4216 6.9817
H 2.6963 -1.5200 3.1750
H 3.7700 2.5287 2.4117
H 2.4437 5.9773 4.5655
H -3.9554 -0.4705 -0.9551
```

Atom charges from the natural (NBO) analysis, given in e for atoms 1 to 8: atom 1 (Au): 1.056, atom 2 (I): 0.197, atom 3 (As): 1.236, atom 4 (Cl): 0.010, atom 5 (Cl): 0.016, atom 6 (Cl): 0.027, atom 7 (S): -0.086, atom 8 (O): -0.784

=====

No. 3
Density functional theory data (ωB97M-V/def2-TZVPD) for a molecular structure, C28H20AsClN2O4SZr in a non-equilibrium geometry.

Results
- HOMO: -13.93 eV
- Net charge: +2
- Kohn-Sham gap: 6.4 eV

```
58
C28H20AsClN2O4SZr (ωB97M-V/def2-TZVPD)
Zr -0.3901 1.5134 -1.2866
As 0.8558 -0.5258 -0.0768
Cl 1.5943 2.0955 -2.6507
S -4.0223 -1.2317 -0.9918
O 0.5103 3.0730 -2.6636
O 2.6630 2.3886 -3.4686
O 0.9311 0.8270 -2.9408
O 1.8987 1.9925 -1.2341
N -1.7228 1.2894 -3.0634
N -2.0667 4.2405 0.2492
C 0.5398 0.6837 1.4499
C 3.1145 -2.2517 0.5402
C -2.8263 -0.0978 -1.4980
C 0.5844 2.7279 2.7289
C -2.6411 0.3048 -2.8776
C 5.3720 -1.5513 0.9766
C 4.4241 -2.5577 0.8766
C -1.5049 1.7356 -4.3190
C -3.6260 -0.9528 0.6406
C 2.7539 -0.9262 0.3257
C 0.2387 2.0157 3.8645
C -3.1165 0.2401 -5.2238
C -2.1670 1.2392 -5.4151
C 0.0416 -1.8967 1.0447
C 0.0068 0.6460 3.7965
C 3.7026 0.0870 0.4176
C -0.8228 -4.0543 1.5978
C -2.6190 -0.0475 0.7933
C -0.6617 -2.3467 3.2952
C -3.3598 -0.2221 -3.9462
C 5.0113 -0.2321 0.7457
C -0.2922 -3.1830 0.6560
C 0.1363 -0.0284 2.5904
C -0.9955 -3.6383 2.9106
C -0.1555 -1.4543 2.3593
C -2.1243 0.4708 -0.4386
C 0.7367 2.0620 1.5148
C -1.4339 3.4336 -0.2602
H -4.1582 -1.4780 1.4196
H -1.0997 -5.0589 1.3075
H 3.4377 1.1207 0.2707
H -3.6670 -0.1608 -6.0645
H -1.9487 1.6301 -6.3977
H -2.6252 4.9455 0.7029
H -0.1336 -3.5043 -0.3661
H -1.3963 -4.3251 3.6438
H -0.7986 2.5423 -4.4351
H 5.7505 0.5533 0.8302
H 1.1200 2.6331 0.6770
H -0.8091 -2.0446 4.3239
H -0.2678 0.1058 4.6930
H -4.1030 -0.9848 -3.7608
H 0.7722 3.7919 2.7914
H -2.2722 0.2569 1.7698
H 2.3790 -3.0398 0.4536
H 0.1578 2.5283 4.8137
H 4.7022 -3.5850 1.0697
H 6.3929 -1.7946 1.2385
```

Atom charges from the natural (NBO) analysis, given in e for atoms 1 to 8: atom 1 (Zr): 1.853, atom 2 (As): 0.937, atom 3 (Cl): 2.526, atom 4 (S): 0.545, atom 5 (O): -0.795, atom 6 (O): -0.635, atom 7 (O): -0.784, atom 8 (O): -0.799

=====

No. 4
Density functional theory data (ωB97M-V/def2-TZVPD) for a molecular structure, C28H20AuCl5N5O4S2 in a non-equilibrium geometry.

Results
- HOMO (alpha / beta): -11.13 / -11.13 eV
- Net charge: +1
- Kohn-Sham gap (alpha / beta): 5.1 / 5.1 eV

```
65
C28H20AuCl5N5O4S2 (ωB97M-V/def2-TZVPD)
Au 0.3079 0.2659 -0.1390
Cl -0.7587 -3.4082 -0.4719
Cl -2.0873 -0.0621 3.5239
Cl -3.0225 -2.4869 5.2287
Cl -2.8865 -5.3538 4.0316
Cl -1.6117 -5.8065 1.2448
S 1.8017 2.0658 -1.9146
S 2.1119 -4.0831 -4.8184
O -1.3016 -0.7061 0.8697
O 0.3471 1.9701 -2.0561
O 2.3321 3.3900 -1.7774
O 2.2095 1.1718 -0.7607
N 0.2397 6.0407 -3.3033
N 0.9343 -1.1370 -1.5864
N 5.0168 -1.4786 -7.1704
N -0.2256 5.6033 -1.0403
N -0.3229 1.9488 0.9592
C 2.5125 -2.6620 -2.4728
C -1.6309 2.0154 1.2129
C -1.3638 -3.1277 1.1027
C -1.9856 -1.6492 2.8918
C -2.2134 3.1883 1.6413
C 0.1528 -1.2979 -2.6565
C -2.3080 -4.0243 3.1376
C 0.8848 6.2389 -0.6717
C 3.2733 -3.0544 -5.7287
C 1.3334 6.6964 -2.9448
C -2.3987 -2.7283 3.6532
C 3.7354 -1.5462 -7.5058
C 4.6118 -3.0026 -5.3776
C 1.2374 6.2841 0.7583
C 0.4587 3.0311 1.0810
C 0.8062 5.4365 1.6933
C -1.5028 -1.7924 1.5606
C 0.4967 -2.1653 -3.6736
C -1.4249 4.3149 1.7774
C -0.0644 4.2531 1.4884
C 1.6890 -2.8750 -3.5741
C 1.6952 6.8594 -1.6191
C 2.0983 -1.7821 -1.4943
C 2.8141 -2.3235 -6.8131
C -0.5021 5.5276 -2.3323
C -1.7582 -4.2168 1.8666
C 5.4469 -2.1913 -6.1377
C 2.5255 1.3271 -3.3857
H 3.4306 -0.9571 -8.3631
H -0.1590 -2.2970 -4.5218
H 3.2640 0.5927 -3.0743
H 1.5119 2.9139 0.8700
H -2.1848 1.0938 1.0992
H 1.9002 7.0916 1.0434
H 1.7271 0.8684 -3.9620
H -1.8598 5.2545 2.0914
H -1.4135 5.0175 -2.6186
H 2.5871 7.3999 -1.3352
H 1.9346 7.1037 -3.7501
H 5.0019 -3.5836 -4.5533
H 2.9975 2.1260 -3.9493
H 1.0903 5.6087 2.7261
H 2.6951 -1.5884 -0.6138
H 3.4466 -3.1933 -2.3653
H 1.7772 -2.3664 -7.1159
H 6.5039 -2.1152 -5.9102
H -0.7610 -0.7191 -2.6846
H -3.2684 3.2061 1.8723
```

Atom charges from the natural (NBO) analysis, given in e for atoms 1 to 8: atom 1 (Au): 1.460, atom 2 (Cl): 0.041, atom 3 (Cl): 0.065, atom 4 (Cl): 0.093, atom 5 (Cl): 0.107, atom 6 (Cl): 0.088, atom 7 (S): 2.365, atom 8 (S): 0.293